1.
Formula: C41H44AgN3Se
Source: OMol25
Level of theory: the ωB97M-V functional and the def2-TZVPD basis

The geometry in XYZ format:
```
90
Properties=species:S:1:pos:R:3:mulliken_charge:R:1
Ag 0.6104 0.0834 -0.1208 -0.049
C -4.0383 -2.3446 0.5993 -1.806
C -2.5325 -2.0889 0.5787 1.722
C -1.9551 -2.0314 1.9954 -1.681
C -1.7605 -3.0998 -0.2490 1.195
C -1.9558 -4.4565 -0.0313 -0.208
C -1.1817 -5.4112 -0.6739 -1.532
C -0.1865 -4.9832 -1.5411 -0.836
C 0.0328 -3.6353 -1.8012 1.129
C 1.1135 -3.2681 -2.8003 0.528
C 0.5942 -2.4608 -3.9931 -1.291
C 2.2972 -2.5680 -2.1384 -1.150
C -0.7708 -2.6569 -1.1643 -1.366
N -0.5826 -1.3061 -1.4252 1.751
C -1.6977 -0.6248 -1.8852 -0.753
C -1.9203 0.7279 -1.6394 -0.535
N -1.1361 1.4680 -0.8212 1.256
C -1.2688 2.8451 -0.8348 -1.445
C -1.8328 3.5120 0.2853 1.225
C -2.0133 4.8882 0.2501 -0.836
C -1.6345 5.6458 -0.8485 -1.253
C -1.0215 5.0059 -1.9122 -0.776
C -0.8125 3.6297 -1.9281 0.763
C -0.0588 3.0825 -3.1393 0.541
C -0.9643 2.6373 -4.2937 -1.542
C 0.9774 1.9985 -2.8411 -1.120
C -2.2878 2.7744 1.5358 0.341
C -1.1198 2.1759 2.3214 -1.112
C -3.3731 1.7231 1.2864 -0.937
C -3.2039 1.1132 -2.2767 -0.297
C -3.9631 2.2525 -2.3568 0.605
C -5.1914 2.2091 -3.0790 -1.073
C -5.6477 1.0763 -3.6988 -0.995
C -4.8823 -0.1246 -3.6197 1.258
C -5.2157 -1.3951 -4.1843 -0.998
C -4.3613 -2.4487 -3.9945 -1.058
C -3.1494 -2.3506 -3.2513 0.391
C -2.8038 -1.1398 -2.6927 -0.166
C -3.7014 -0.0526 -2.9127 -0.149
H -4.5514 -1.5269 1.1132 0.358
H -4.2891 -3.2723 1.1236 0.423
H -4.4316 -2.4082 -0.4177 0.344
H -2.3798 -1.1087 0.1311 -1.200
H -2.0714 -2.9939 2.5045 0.343
H -2.4603 -1.2634 2.5893 0.363
H -0.8903 -1.7891 1.9630 0.365
H -2.7203 -4.7746 0.6715 0.289
H -1.3441 -6.4688 -0.4971 0.325
H 0.4309 -5.7162 -2.0532 0.298
H 1.4830 -4.2223 -3.1985 0.515
H 0.2899 -1.4622 -3.6813 -0.031
H -0.2709 -2.9467 -4.4519 0.301
H 1.3808 -2.3744 -4.7501 0.551
H 1.9900 -1.6052 -1.7299 -0.288
H 3.0997 -2.3924 -2.8601 0.484
H 2.7026 -3.1651 -1.3181 0.364
H -2.4736 5.3744 1.1059 0.330
H -1.7894 6.7190 -0.8621 0.319
H -0.6775 5.5904 -2.7617 0.390
H 0.5007 3.9500 -3.5106 0.827
H -1.4727 1.7038 -4.0571 0.181
H -0.3603 2.4689 -5.1914 0.507
H -1.7223 3.3905 -4.5213 0.306
H 0.5112 1.0208 -2.7134 -0.395
H 1.5429 2.2198 -1.9338 0.154
H 1.6781 1.9316 -3.6806 0.523
H -2.7377 3.5464 2.1738 0.513
H -0.6378 1.3838 1.7489 -0.287
H -1.4767 1.7480 3.2638 0.419
H -0.3664 2.9333 2.5484 0.379
H -2.9706 0.8706 0.7425 -0.264
H -4.1994 2.1339 0.7013 0.314
H -3.7709 1.3684 2.2434 0.587
H -3.6516 3.1839 -1.9001 0.379
H -5.7807 3.1184 -3.1394 0.424
H -6.5871 1.0858 -4.2426 0.343
H -6.1346 -1.5182 -4.7479 0.347
H -4.6161 -3.4144 -4.4201 0.375
H -2.5337 -3.2325 -3.1261 0.533
Se 2.6272 0.5517 1.3592 -0.412
C 4.0318 -0.0899 0.2489 -0.001
C 4.8942 -1.1101 0.6585 -0.356
C 5.9422 -1.5001 -0.1575 -0.276
N 6.2171 -0.9612 -1.3460 -0.703
C 5.3906 0.0133 -1.7365 -0.371
C 4.3157 0.4736 -0.9991 0.069
H 4.7360 -1.6006 1.6108 0.347
H 6.6040 -2.2999 0.1672 0.333
H 5.5988 0.4534 -2.7083 0.356
H 3.6874 1.2631 -1.3905 0.265
```

Properties
Energy relative to the best compared isomer or geometry (same formula, charge and spin) ... 0.1813 eV
Calculated total energy ... -117049.85905 eV
Orbital gap ... 4.61 eV
Highest occupied orbital energy ... 0.05 eV
Charge ... -2
2S+1 ... 1

---

2.
Formula: CH3FOS
Source: OMol25
Level of theory: the ωB97M-V functional and the def2-TZVPD basis

The geometry in XYZ format:
```
7
Properties=species:S:1:pos:R:3:mulliken_charge:R:1
C -0.3408 -0.3107 1.0341 -0.200
H -0.7101 0.1859 0.1304 0.082
H -1.0375 -1.1043 1.3235 0.193
H -0.2641 0.4207 1.8460 0.197
O 1.4128 0.6638 -2.3133 -0.260
F 0.9013 -0.8553 0.7861 -0.253
S 0.0384 0.9999 -2.8068 0.241
```

Properties
Energy relative to the best compared isomer or geometry (same formula, charge and spin) ... 2.7023 eV
Calculated total energy ... -16682.78504 eV
Orbital gap ... 6.43 eV
Highest occupied orbital energy ... -8.86 eV
Charge ... 0
SMILES ... O=S.CF
2S+1 ... 1

---

3.
Formula: C48H52F10N4OP2SZr
Source: OMol25
Level of theory: the ωB97M-V functional and the def2-TZVPD basis

The geometry in XYZ format:
```
119
Properties=species:S:1:pos:R:3:mulliken_charge:R:1
Zr -0.3490 0.2846 -0.1110 -1.149
F 0.1610 7.3465 0.5466 -0.406
C -0.4074 6.1395 0.4372 0.636
C 0.3767 5.0094 0.2803 -0.426
F 1.7067 5.1109 0.2200 -0.450
C -0.2455 3.7829 0.1737 -0.482
F 0.5415 2.6826 -0.0301 0.217
C -1.6109 3.5964 0.2595 1.832
S -2.3361 1.9985 0.2010 -0.588
C -2.3682 4.7526 0.4151 -0.143
F -3.6998 4.6807 0.5241 -0.440
C -1.7847 6.0060 0.4978 0.283
F -2.5444 7.0920 0.6707 -0.353
C -1.1695 -1.8806 6.3834 -0.630
C -1.0044 -0.5112 6.5274 -0.759
C -0.6193 0.2659 5.4432 -0.449
C -0.4045 -0.3250 4.2033 -0.228
C -0.5789 -1.6993 4.0637 0.207
C -0.9538 -2.4763 5.1472 -0.978
P 0.1675 0.5914 2.7396 3.045
C 0.0089 2.3418 3.2409 0.243
C 1.0989 3.1977 3.3551 -0.714
C 0.9101 4.5267 3.7168 -0.688
C -0.3646 5.0016 3.9818 -0.537
C -1.4580 4.1478 3.8824 -0.857
C -1.2716 2.8283 3.5074 -0.395
C 1.9694 0.3202 2.7633 -0.078
C 2.6403 0.1722 3.9475 -0.179
C 4.0449 0.0595 3.9727 -1.116
C 4.7426 0.1039 2.8014 -0.799
C 4.0765 0.2334 1.5567 1.575
C 4.8188 0.2490 0.3478 -1.082
C 4.1665 0.3397 -0.8419 -1.231
C 2.7506 0.4070 -0.8755 -0.107
C 1.9620 0.4072 0.2542 2.470
C 2.6622 0.3307 1.5116 -2.014
H -1.4754 -2.4813 7.2296 0.383
H -1.1769 -0.0405 7.4864 0.431
H -0.4966 1.3355 5.5676 0.403
H -0.4314 -2.1620 3.0974 0.162
H -1.0929 -3.5415 5.0214 0.461
H 2.0998 2.8380 3.1546 0.274
H 1.7627 5.1881 3.7871 0.386
H -0.5102 6.0362 4.2648 0.389
H -2.4557 4.5150 4.0814 0.449
H -2.1295 2.1734 3.4084 0.436
H 2.0926 0.1516 4.8830 0.528
H 4.5586 -0.0493 4.9183 0.386
H 5.8233 0.0298 2.8037 0.404
H 5.8990 0.1832 0.3940 0.395
H 4.7243 0.3499 -1.7708 0.477
H 2.2735 0.4454 -1.8500 -0.193
N -0.2588 0.2108 -2.0886 0.819
P -0.9084 0.9307 -3.3350 -1.546
N -0.5905 2.5667 -3.3720 1.441
C -1.4039 3.5070 -4.1696 -0.268
C -0.5717 4.2461 -5.2077 -0.912
C 0.5124 5.0941 -4.5447 -0.939
C 1.0699 4.3833 -3.3022 -0.364
C 0.8496 2.8802 -3.3535 -0.094
N -2.5263 0.8359 -3.6241 1.160
C -3.5305 1.7313 -3.0319 -0.379
C -4.6637 1.9529 -4.0233 -0.936
C -5.2984 0.6212 -4.4092 -0.933
C -4.2314 -0.3330 -4.9350 -0.864
C -3.1040 -0.4828 -3.9239 -0.449
N -0.2359 0.2036 -4.6767 0.751
C 0.7856 -0.8412 -4.5384 0.352
C 1.4264 -1.1340 -5.8867 -1.220
C 0.3758 -1.5363 -6.9171 -0.853
C -0.7798 -0.5150 -6.9716 -0.851
C -0.5355 0.6582 -6.0289 -0.593
H -1.8831 4.2340 -3.5021 0.242
H -2.2027 2.9589 -4.6657 0.058
H -1.2353 4.8701 -5.8099 0.546
H -0.1241 3.5208 -5.8914 0.056
H 0.0928 6.0592 -4.2532 0.384
H 1.3099 5.3084 -5.2585 0.335
H 0.5839 4.7732 -2.4064 -0.367
H 2.1377 4.5766 -3.1878 0.690
H 1.2978 2.4069 -2.4813 -0.602
H 1.3469 2.4581 -4.2395 0.367
H -3.0652 2.6679 -2.7324 0.019
H -3.9161 1.2765 -2.1160 0.276
H -4.2681 2.4421 -4.9199 0.296
H -5.4021 2.6268 -3.5844 0.380
H -6.0982 0.7597 -5.1386 0.505
H -5.7546 0.1801 -3.5166 0.307
H -3.8174 0.0568 -5.8717 0.257
H -4.6589 -1.3149 -5.1504 0.395
H -2.3223 -1.1380 -4.3030 0.488
H -3.4813 -0.9229 -2.9935 0.163
H 0.3314 -1.7602 -4.1487 0.179
H 1.5429 -0.5372 -3.8149 -0.376
H 2.1613 -1.9312 -5.7597 0.484
H 1.9816 -0.2559 -6.2285 0.327
H -0.0160 -2.5194 -6.6448 0.371
H 0.8371 -1.6512 -7.8988 0.373
H -1.7199 -0.9950 -6.6943 0.093
H -0.9141 -0.1313 -7.9850 0.543
H -1.4244 1.2882 -5.9888 0.232
H 0.2765 1.2861 -6.4189 0.465
C 1.5622 -3.7198 1.0998 -1.759
C 1.0251 -2.7096 0.1298 0.668
C 1.2307 -2.9181 -1.3284 -0.885
O 0.4269 -1.7278 0.5444 1.582
H 2.6371 -3.8295 0.9415 0.398
H 1.1088 -4.6943 0.9102 0.406
H 1.3693 -3.4069 2.1215 0.146
H 0.6956 -3.8256 -1.6166 0.479
H 2.2932 -3.0854 -1.5157 0.513
H 0.8628 -2.0699 -1.9101 -0.582
F -1.7854 -2.3791 -0.9906 -0.374
C -2.0908 -1.3149 -0.1333 0.444
F -3.1817 -0.6793 -0.7404 -0.344
C -2.7401 -2.0375 1.0706 0.287
F -3.8769 -2.6631 0.7238 -0.284
F -3.0202 -1.1934 2.0665 -0.243
F -1.9129 -2.9826 1.5675 -0.257
```

Properties
Energy relative to the best compared isomer or geometry (same formula, charge and spin) ... 0.1082 eV
Calculated total energy ... -116500.69351 eV
Orbital gap ... 8.17 eV
Highest occupied orbital energy ... -7.67 eV
Charge ... 0
2S+1 ... 1

---

4.
Formula: C17H26N4O3
Source: OMol25
Level of theory: the ωB97M-V functional and the def2-TZVPD basis

The geometry in XYZ format:
```
50
Properties=species:S:1:pos:R:3:mulliken_charge:R:1
C 0.4286 -3.1769 2.5696 -0.980
N 1.5832 -3.0476 1.6991 -0.103
C 2.2549 -4.3332 1.5585 -0.584
C 3.5292 -4.2159 0.7378 -0.791
C 3.2258 -3.6273 -0.6344 -0.755
C 2.4566 -2.3232 -0.4730 -1.024
C 1.2068 -2.5243 0.3867 0.324
C 0.5096 -1.1751 0.5649 -0.358
O 1.0433 -0.3041 1.2274 -0.621
N -0.7766 -1.0112 0.1147 0.473
C -1.4461 0.2072 0.5747 -1.119
C -1.0178 1.4742 -0.1641 0.033
C -1.8962 2.6371 0.2441 0.362
O -3.1114 2.5556 0.2588 -0.672
N -1.2327 3.7752 0.5875 -0.185
C -1.9273 4.9932 0.9543 -0.732
C -1.7022 6.0881 -0.0344 0.662
N -0.9817 7.1476 0.1110 -0.588
C -1.0879 7.8102 -1.1062 -0.305
C -1.8781 7.0925 -1.9260 -0.203
O -2.2846 5.9782 -1.2499 -0.282
C -1.4430 -1.6254 -1.0067 0.046
C -1.2353 -1.1213 -2.4162 -0.668
C -0.7951 -2.5005 -2.0403 -0.669
H -0.0135 -2.1999 2.7632 0.244
H -0.3469 -3.8362 2.1440 0.327
H 0.7427 -3.5965 3.5251 0.388
H 2.4850 -4.7000 2.5605 0.459
H 1.5824 -5.0779 1.0894 0.348
H 4.2328 -3.5698 1.2687 0.333
H 3.9918 -5.2005 0.6439 0.398
H 4.1460 -3.4588 -1.1969 0.368
H 2.6251 -4.3397 -1.2113 0.324
H 3.0735 -1.5749 0.0297 0.455
H 2.1818 -1.9093 -1.4467 0.368
H 0.5201 -3.2366 -0.0916 0.545
H -2.5190 0.0700 0.4468 0.439
H -1.2386 0.3225 1.6377 0.369
H 0.0366 1.6720 0.0255 0.201
H -1.1569 1.3407 -1.2385 0.148
H -0.2274 3.7761 0.5747 0.258
H -2.9863 4.7438 1.0097 0.359
H -1.5946 5.3531 1.9266 0.318
H -0.5917 8.7459 -1.2971 0.374
H -2.2355 7.2089 -2.9327 0.390
H -2.4613 -1.8976 -0.7559 0.415
H -2.1020 -0.9875 -3.0488 0.276
H -0.4512 -0.3897 -2.5594 0.307
H 0.2653 -2.6885 -2.0195 0.053
H -1.3801 -3.3425 -2.3847 0.275
```

Properties
Energy relative to the best compared isomer or geometry (same formula, charge and spin) ... 2.2278 eV
Calculated total energy ... -30153.42187 eV
Orbital gap ... 9.45 eV
Highest occupied orbital energy ... -8.65 eV
Charge ... 0
SMILES ... CN1CCCC[C@@H]1C(=O)N(CCC(=O)NCc1ncco1)C1CC1
2S+1 ... 1

---

> Among the records above, which one has the highest highest occupied orbital energy?

C41H44AgN3Se

---

> Which value of 2S+1 does entry 2 give?

1

---

> Among the records above, which one has the lowest charge?

C41H44AgN3Se